(1)
The following is a quantum chemistry calculation of a structure of composition C12H12N2O2ReS4Sb, from OMol25.

**Spin multiplicity**: 1
**Frontier orbital gap**: 4.86 eV
**E_HOMO**: -14.45 eV
**Energy above the lowest of the compared OMol25 structures with the same formula, charge and spin**: 0.00 kJ/mol
**Net charge**: +2
**E**: -2635.1323 a.u.

Element x y z (Å)
1 Re 0.4515 1.1116 -1.2506
2 C 4.2902 2.7254 -0.5472
3 C 3.1238 1.9226 -0.1089
4 O 2.2471 1.6563 -1.0799
5 C 2.9191 1.4375 1.1386
6 C 1.8488 0.5836 1.4806
7 C 1.8278 -0.0389 2.8342
8 N 0.8592 0.2994 0.6325
9 N -0.0543 -0.6164 1.1120
10 C -0.9439 -0.8743 0.2334
11 O -0.7927 -0.2689 -0.9783
12 C -2.0765 -1.7614 0.3885
13 C -2.3689 -2.2905 1.6490
14 C -3.4399 -3.1503 1.7895
15 C -4.2154 -3.4825 0.6828
16 C -3.9251 -2.9564 -0.5693
17 C -2.8567 -2.0930 -0.7220
18 H 4.8086 2.2036 -1.3541
19 H 3.9547 3.6881 -0.9369
20 H 4.9778 2.8893 0.2776
21 H 3.6575 1.6444 1.8979
22 H 2.6727 0.3001 3.4248
23 H 0.8924 0.2004 3.3412
24 H 1.8520 -1.1258 2.7389
25 H -1.7584 -2.0255 2.5014
26 H -3.6749 -3.5649 2.7597
27 H -5.0522 -4.1581 0.7985
28 H -4.5302 -3.2237 -1.4242
29 H -2.6218 -1.6865 -1.6961
30 S -2.6547 2.3622 -4.6625
31 Sb -0.5534 2.8219 -4.7793
32 S 0.5219 0.7274 -3.3787
33 S -0.6062 2.8301 -0.8681
34 S 1.2201 3.9130 -5.3250

(2)
The following is a quantum chemistry calculation of the molecule C12H12N2O2S, from OMol25.

**Spin multiplicity**: 1
**Frontier orbital gap**: 8.41 eV
**E_HOMO**: -7.79 eV
**Energy above the lowest of the compared OMol25 structures with the same formula, charge and spin**: 73.24 kJ/mol
**Structure (SMILES)**: Nc1ccc(NS(=O)(=O)c2ccccc2)cc1
**Net charge**: 0
**E**: -1122.6553 a.u.

Element x y z (Å)
1 N -2.3246 -0.4396 3.9913
2 C -1.9935 -0.1592 2.6790
3 C -1.7317 -1.1886 1.7733
4 C -1.4780 -0.9168 0.4451
5 C -1.4658 0.3968 -0.0118
6 N -1.1897 0.6588 -1.3604
7 S 0.0919 -0.1231 -2.1100
8 O 0.4317 0.7082 -3.2265
9 O -0.2476 -1.4919 -2.3465
10 C 1.3804 -0.0443 -0.8665
11 C 1.9461 1.1830 -0.5836
12 C 2.8965 1.2731 0.4195
13 C 3.2620 0.1377 1.1264
14 C 2.6908 -1.0892 0.8287
15 C 1.7409 -1.1828 -0.1756
16 C -1.7211 1.4286 0.8841
17 C -1.9892 1.1540 2.2105
18 H -2.0412 -1.3414 4.3380
19 H -2.2154 0.3146 4.6496
20 H -1.7390 -2.2116 2.1201
21 H -1.2934 -1.7128 -0.2570
22 H -1.2218 1.6331 -1.6186
23 H 1.6489 2.0448 -1.1605
24 H 3.3506 2.2247 0.6505
25 H 4.0013 0.2099 1.9103
26 H 2.9846 -1.9711 1.3772
27 H 1.2814 -2.1208 -0.4415
28 H -1.7185 2.4523 0.5370
29 H -2.1963 1.9631 2.8959

(3)
The following is a quantum chemistry calculation of the ion C12H12N3 with charge +1, from OMol25.

**Spin multiplicity**: 3
**Expectation value of S²**: 2.029
**Frontier orbital gap (alpha / beta)**: 6.34 / 4.85 eV
**E_HOMO (alpha / beta)**: -9.52 / -12.44 eV
**Net charge**: +1
**E**: -628.2337 a.u.

Element x y z (Å)
1 C -0.9203 3.5396 1.0375
2 C -0.6919 2.4392 0.5723
3 C -2.5951 -1.8075 2.5032
4 C -1.6074 -2.1938 1.5726
5 C -2.8634 -0.4541 2.7383
6 C -0.9310 -1.1773 0.8866
7 C -2.3766 0.4338 1.8062
8 C -1.3730 0.0903 0.9006
9 C 0.2667 0.3090 -2.0414
10 C 2.7195 -0.1927 -1.6017
11 C 1.5678 -0.2497 -2.5552
12 C -0.6078 1.1093 0.0815
13 N 0.1049 0.8149 -0.9315
14 N 2.4843 0.2082 -0.4037
15 N 3.9059 -0.6372 -2.1856
16 H -1.3099 4.3422 1.5721
17 H -3.2681 -2.5010 3.0490
18 H -1.1577 -3.1174 1.3179
19 H -3.4412 -0.2659 3.5847
20 H -0.0888 -1.4067 0.1546
21 H -2.7657 1.5311 1.8935
22 H -0.4609 0.5396 -2.7571
23 H 1.4187 -1.1825 -3.1045
24 H 1.8862 0.4831 -3.3068
25 H 3.3633 0.2460 0.1758
26 H 4.0127 -0.4526 -3.2288
27 H 4.7289 -0.4479 -1.7301

(4)
The following is a quantum chemistry calculation of a structure of composition C12H12N6O4Pd, from OMol25.

**Spin multiplicity**: 1
**Frontier orbital gap**: 6.72 eV
**E_HOMO**: -1.37 eV
**Energy above the lowest of the compared OMol25 structures with the same formula, charge and spin**: 53.30 kJ/mol
**Net charge**: -2
**E**: -1221.9725 a.u.

Element x y z (Å)
1 Pd 0.6698 -0.9168 0.0287
2 N 2.6628 0.3625 -0.3040
3 C 2.9567 1.4876 0.5881
4 C 1.7275 2.1658 1.2418
5 O 2.0330 3.1316 1.9810
6 O 0.5832 1.7154 0.9653
7 H 3.4845 -0.1960 -0.4923
8 H 2.2857 0.6509 -1.2004
9 H 3.5519 2.2763 0.1154
10 H 3.5483 1.1108 1.4229
11 N -1.0283 -0.0133 -2.0928
12 C -0.1106 -0.5504 -2.9425
13 O 0.9101 -1.0881 -2.4651
14 C -0.3873 -0.4937 -4.3574
15 C -1.5756 0.1189 -4.8360
16 N -2.5631 0.6238 -5.1744
17 C 0.5210 -1.0600 -5.2948
18 N 1.2438 -1.5111 -6.0783
19 H -1.7527 0.6027 -2.4182
20 H -0.6818 0.0567 -1.1318
21 N -0.8766 1.7625 3.1307
22 C -1.7560 0.7396 3.3359
23 O -2.7426 0.8282 4.0593
24 C -1.4060 -0.4774 2.5682
25 C -2.3402 -1.1119 1.7052
26 C -1.8885 -2.0741 0.8581
27 C -0.5014 -2.4598 0.8870
28 N 0.3570 -1.9658 1.8509
29 C -0.1238 -0.9285 2.5985
30 H -1.0704 2.6394 3.5798
31 H -0.2099 1.7434 2.3688
32 H -3.3702 -0.7770 1.6851
33 H -2.5450 -2.5411 0.1352
34 H -0.1963 -3.3817 0.4093
35 H 0.5910 -0.4694 3.2728

- Among the records above, which one has the highest E?
  C12H12N3